Record 1
# C28H42N4O3RuSSi2Te

A structure of composition C28H42N4O3RuSSi2Te at a distorted geometry (ωB97M-V with the def2-TZVPD basis set, the OMol25 dataset).

Each line ends with the Mulliken charge.
Element x y z (Å)
Te 0.423 -1.875 0.788  0.47
Ru -1.426 0.184 0.809  0.71
S -3.310 -1.533 0.402  -0.41
Si 1.350 -3.384 3.625  0.25
Si -0.108 -3.895 -1.770  0.11
O -2.759 1.956 1.135  -0.56
O 0.027 2.032 4.504  -0.77
O -4.437 1.130 2.401  -0.83
N -3.339 -0.131 -1.867  -0.44
N 1.682 0.303 1.771  -0.09
N -0.979 0.839 2.820  -0.03
N -4.809 0.575 -0.256  -0.41
C 0.316 3.243 -2.051  0.12
C -3.252 1.468 2.227  0.46
C -0.683 -2.419 -2.760  -0.57
C 2.874 -2.329 3.837  -0.99
C -0.919 -5.446 -2.426  -1.04
C 2.148 3.490 -3.789  -0.29
C 4.455 3.060 -3.234  -0.42
C -3.818 -0.230 -0.602  0.41
C 2.729 2.814 -1.568  -0.42
C 0.772 -4.011 5.287  -1.10
C -0.602 4.340 -2.417  0.48
C -2.842 5.291 -2.344  -0.69
C -1.955 4.271 -2.045  -0.25
C -0.561 -3.629 0.019  -0.66
C 3.487 3.420 -4.162  -0.65
C 0.085 1.328 3.483  0.31
C -2.413 6.426 -3.025  -0.44
C -1.075 6.526 -3.380  -0.83
C 0.007 -2.360 2.830  -0.37
C -2.267 1.289 3.357  -0.44
C 1.504 0.977 3.063  -0.21
C 1.745 3.202 -2.479  0.30
C 4.066 2.749 -1.936  -0.68
C 1.830 -4.857 2.572  -0.92
C 1.743 -4.092 -1.945  -0.98
C -0.517 1.213 -0.633  -0.65
C -0.181 5.505 -3.075  -0.38
C -0.133 2.222 -1.278  -0.10
H -0.643 -5.611 -3.476  0.29
H 1.035 -5.614 2.533  0.29
H 2.426 2.574 -0.556  0.50
H -0.975 -2.841 2.822  0.60
H 3.073 -1.765 2.917  0.21
H 4.811 2.459 -1.205  0.39
H 2.657 0.335 1.499  0.22
H 0.414 -3.184 5.914  0.32
H -1.635 -3.455 0.113  0.26
H -1.770 -2.459 -2.903  0.30
H 2.092 -4.978 -1.398  0.27
H -3.105 7.226 -3.257  0.36
H 0.864 5.628 -3.328  0.51
H 1.882 0.323 3.850  -0.17
H -3.346 0.787 -2.285  0.33
H -2.152 2.247 3.864  0.39
H -2.281 3.403 -1.481  0.34
H 3.750 -2.949 4.059  0.44
H -2.490 -0.640 -2.027  -0.02
H 2.270 -3.220 -1.543  0.32
H -0.604 -6.326 -1.851  0.28
H -4.904 0.724 0.763  0.33
H 1.396 3.737 -4.529  0.57
H -2.684 0.581 4.069  0.28
H -0.054 -4.725 5.170  0.30
H -4.890 1.430 -0.790  0.26
H -0.718 7.412 -3.892  0.36
H 2.054 -4.544 1.545  0.16
H -2.012 -5.376 -2.369  0.30
H 2.029 -4.207 -2.998  0.34
H -0.280 -4.481 0.646  0.42
H 2.729 -5.333 2.981  0.39
H 3.771 3.639 -5.185  0.36
H 2.751 -1.607 4.654  0.27
H -0.436 -1.483 -2.240  -0.16
H -0.101 -1.385 3.317  -0.16
H -0.209 -2.385 -3.747  0.39
H 2.051 1.916 3.143  0.42
H 5.499 3.016 -3.520  0.37
H 1.586 -4.518 5.823  0.31
H 1.163 0.782 1.048  -0.32
H -3.878 5.208 -2.036  0.40

## Properties
Largest force on an atom ... 0.02212 Eh/bohr
Frontier orbital gap (alpha / beta) ... 0.223 / 0.234 Ha
Net charge ... -1
Calculated total energy ... -78289.1560 eV
E_HOMO (alpha / beta) ... -3.858 / -4.425 eV
Relative energy (zero: lowest compared OMol25 entry of this formula, charge and spin) ... 216.1 kJ/mol
Expectation value of S² ... 1.184
Multiplicity ... 2

=====

Record 2
# C17H31Cl2MnN2PSe

A structure of composition C17H31Cl2MnN2PSe at a distorted geometry (ωB97M-V with the def2-TZVPD basis set, the OMol25 dataset).

Each line ends with the Mulliken charge.
Element x y z (Å)
Se 0.007 1.726 -1.756  -0.14
Mn 0.621 0.357 0.105  0.05
Cl 0.349 1.154 2.141  -0.53
Cl 1.772 -1.513 -0.210  -0.27
P 4.034 -4.019 1.852  0.26
N -2.330 2.869 -0.384  0.04
N -2.610 2.582 -2.518  0.20
C -1.709 2.399 -1.511  0.01
C 4.109 -6.520 3.279  -1.34
C 5.472 -3.666 2.996  0.64
C -3.766 3.201 -2.048  0.82
C -5.790 4.337 -0.585  -0.48
C -5.948 4.127 -1.968  -0.60
C 2.067 -5.018 3.548  -1.49
C 3.188 -5.502 2.616  0.50
C -3.600 3.392 -0.692  0.15
C 6.188 -5.510 0.609  -1.45
C 6.326 -2.532 2.413  -1.59
C -4.924 3.554 -2.727  -0.50
C -4.604 3.967 0.078  -0.78
C 4.929 -3.788 -0.759  -1.22
C 4.998 -3.306 4.408  -1.67
C -2.430 2.246 -3.904  -0.93
C 4.843 -4.826 0.369  0.55
H 5.716 -1.627 2.268  0.33
H -3.195 1.534 -4.215  0.35
H 4.685 -6.090 4.108  0.16
H 4.257 -2.493 4.376  0.35
H 4.570 -4.153 4.957  0.28
H -6.617 4.793 -0.044  0.38
H -4.458 4.110 1.144  0.41
H 6.148 -6.288 1.379  0.25
H 7.127 -2.287 3.123  0.42
H 5.663 -3.002 -0.534  0.22
H -1.897 2.774 0.538  0.22
H 4.103 -5.592 0.075  0.38
H -0.919 -0.673 0.406  0.24
H -1.435 1.816 -4.025  0.22
H 6.480 -6.000 -0.329  0.45
H 1.452 -5.876 3.842  0.45
H 6.976 -4.791 0.867  0.22
H -2.532 3.149 -4.507  0.36
H -6.889 4.413 -2.439  0.37
H 3.957 -3.309 -0.934  0.20
H 4.796 -6.991 2.568  0.21
H 2.461 -4.555 4.461  0.24
H 5.859 -2.951 4.990  0.43
H 2.721 -5.977 1.735  0.32
H 6.059 -4.598 3.029  0.37
H -4.998 3.374 -3.797  0.40
H 6.806 -2.785 1.459  0.28
H 1.417 -4.293 3.041  0.36
H 5.244 -4.289 -1.684  0.44
H 3.478 -7.317 3.692  0.48
H -0.997 -0.466 -0.363  -0.04

## Properties
Largest force on an atom ... 0.03357 Eh/bohr
Frontier orbital gap (alpha / beta) ... 0.249 / 0.259 Ha
Net charge ... 0
Calculated total energy ... -152113.2038 eV
E_HOMO (alpha / beta) ... -7.383 / -7.400 eV
Expectation value of S² ... 3.808
Multiplicity ... 4

=====

Record 3
# C2H6NOS

A cluster of 2 separate species, C2H6NOS in total at a distorted geometry (ωB97M-V with the def2-TZVPD basis set, the OMol25 dataset).

Each line ends with the Mulliken charge.
Element x y z (Å)
S 1.842 -0.635 0.772  -0.69
O -2.704 0.547 -1.444  -0.64
N -0.464 -0.139 -1.325  -0.17
C -1.736 -0.036 -0.882  0.09
C 0.928 0.722 1.784  -0.82
H 0.428 -0.023 -0.797  0.08
H 0.220 0.413 2.596  0.22
H 0.233 1.364 1.199  0.20
H -0.460 0.013 -2.331  0.19
H 1.659 1.469 2.297  0.23
H -1.816 -0.592 0.094  0.31

## Properties
Largest force on an atom ... 0.05826 Eh/bohr
Frontier orbital gap ... 0.260 Ha
Net charge ... -1
Calculated total energy ... -16544.8688 eV
E_HOMO ... -2.969 eV
Relative energy (zero: lowest compared OMol25 entry of this formula, charge and spin) ... 141.0 kJ/mol

=====

Record 4
# C44H121N11O11

A cluster of 11 separate species, C44H121N11O11 in total at a distorted geometry (ωB97M-V with the def2-TZVPD basis set, the OMol25 dataset).

Each line ends with the Mulliken charge.
Element x y z (Å)
O -9.894 -9.361 -12.735  -0.36
O -14.548 -3.922 -14.816  -0.29
O -18.942 -11.349 -13.789  -0.28
O -18.246 -16.326 -8.550  -0.27
O -13.968 -5.279 -7.152  -0.38
O -21.526 -12.193 -6.628  -0.35
O -21.373 -5.605 -6.942  -0.30
O -17.334 -17.807 -16.863  -0.25
O -16.570 -10.323 -19.994  -0.35
O -24.198 -9.605 -19.096  -0.21
O -24.721 -17.835 -15.453  -0.34
N -12.389 -1.970 -14.394  -0.67
N -15.672 -15.003 -7.732  -0.75
N -19.673 -8.624 -12.548  -0.73
N -12.643 -8.721 -7.007  -0.63
N -20.545 -19.593 -16.374  -0.62
N -20.002 -9.559 -21.380  -0.67
N -20.947 -2.241 -5.276  -0.81
N -25.359 -9.464 -21.738  -0.72
N -21.678 -12.226 -3.926  -0.73
N -23.476 -16.959 -17.986  -0.66
N -7.928 -10.221 -10.872  -0.66
C -25.374 -17.955 -16.692  -0.62
C -14.853 -2.567 -14.390  -0.74
C -18.708 -7.961 -20.316  -1.11
C -12.931 -6.290 -7.001  -0.71
C -18.878 -12.767 -13.593  -0.80
C -21.799 -5.274 -8.220  -0.82
C -19.487 -18.683 -16.094  0.54
C -14.837 -15.120 -9.998  -1.40
C -19.168 -3.772 -6.002  -1.34
C -14.637 -7.918 -5.861  -1.38
C -27.552 -9.419 -20.854  -1.17
C -15.508 -4.492 -15.672  -0.75
C -18.399 -18.676 -17.252  -0.78
C -18.293 -10.700 -12.679  -0.69
C -20.336 -11.757 -5.928  -0.62
C -25.535 -10.015 -19.254  -0.61
C -18.854 -19.024 -14.716  -1.37
C -11.094 -9.878 -12.049  -0.76
C -18.386 -9.148 -12.847  0.74
C -13.618 -2.109 -13.578  0.54
C -25.542 -17.197 -19.243  -1.46
C -16.318 -10.947 -18.747  -0.73
C -13.659 -7.669 -7.057  0.45
C -26.050 -9.252 -20.500  0.20
C -17.411 -8.307 -11.970  -1.54
C -24.907 -16.568 -14.723  -0.70
C -20.798 -11.262 -4.633  0.48
C -17.950 -10.538 -20.371  -0.85
C -20.605 -3.401 -6.169  0.64
C -9.166 -8.410 -11.999  -0.91
C -18.594 -9.308 -21.064  0.51
C -21.466 -12.555 -7.975  -0.74
C -21.550 -4.577 -5.927  -0.83
C -23.405 -9.885 -17.925  -0.89
C -24.933 -16.988 -17.833  0.31
C -19.440 -17.038 -8.874  -0.80
C -19.704 -10.797 -3.669  -1.46
C -13.806 -0.821 -12.772  -1.43
C -8.727 -9.042 -10.608  0.60
C -17.085 -16.239 -9.489  -0.69
C -16.105 -15.086 -9.172  0.58
C -14.233 -4.672 -8.404  -0.73
C -7.979 -8.213 -9.534  -1.54
C -16.167 -17.896 -17.712  -0.72
H -21.250 -4.978 -4.959  0.35
H -28.010 -8.725 -21.558  0.32
H -14.771 -0.864 -12.268  0.36
H -20.774 -13.251 -8.449  0.26
H -19.818 -10.981 -6.492  0.42
H -16.536 -12.013 -18.813  0.31
H -25.533 -11.060 -19.564  0.29
H -22.596 -4.530 -8.202  0.36
H -17.307 -11.162 -12.719  0.35
H -21.328 -19.538 -15.738  0.26
H -15.334 -17.367 -17.249  0.20
H -11.623 -9.080 -11.529  0.34
H -18.947 -18.575 -18.189  0.39
H -15.878 -18.947 -17.721  0.29
H -18.041 -19.705 -17.232  0.29
H -13.353 -2.850 -12.825  0.16
H -21.275 -11.749 -8.684  0.28
H -8.622 -7.600 -8.903  0.33
H -15.156 -15.834 -7.481  0.29
H -12.353 -1.096 -14.899  0.26
H -19.594 -18.736 -13.969  0.34
H -15.834 -3.831 -16.475  0.31
H -23.405 -10.920 -17.582  0.37
H -7.448 -8.826 -8.807  0.43
H -16.925 -10.501 -17.959  0.29
H -20.839 -3.036 -7.169  0.30
H -25.297 -18.978 -17.059  0.32
H -19.653 -12.598 -5.803  0.26
H -12.359 -6.153 -6.084  0.36
H -19.209 -13.103 -14.576  0.26
H -24.321 -16.455 -13.811  0.26
H -16.393 -8.407 -12.346  0.35
H -15.118 -1.941 -15.242  0.34
H -19.708 -7.615 -12.588  0.21
H -16.454 -15.195 -7.122  0.27
H -15.299 -8.784 -5.891  0.40
H -7.230 -7.640 -10.081  0.33
H -16.400 -4.781 -15.116  0.28
H -15.302 -10.598 -18.561  0.27
H -25.067 -16.524 -19.956  0.37
H -15.085 -15.062 -11.058  0.35
H -18.053 -9.156 -21.998  0.25
H -18.433 -3.035 -6.326  0.36
H -20.049 -10.474 -21.803  0.27
H -17.853 -7.766 -19.669  0.33
H -12.998 -0.522 -12.105  0.37
H -16.626 -17.516 -18.625  0.31
H -21.137 -2.593 -4.349  0.27
H -16.661 -17.225 -9.298  0.27
H -19.595 -7.930 -19.684  0.25
H -24.444 -15.841 -15.390  0.29
H -15.194 -5.436 -16.118  0.26
H -21.967 -12.718 -4.760  0.35
H -17.697 -7.261 -12.082  0.36
H -19.920 -17.689 -15.985  0.24
H -20.520 -9.633 -20.516  0.15
H -22.968 -16.709 -17.150  0.26
H -18.635 -20.074 -14.525  0.31
H -22.131 -6.129 -8.808  0.25
H -22.441 -13.042 -7.987  0.30
H -17.856 -13.131 -13.485  0.33
H -13.362 -4.053 -8.620  0.31
H -12.029 -8.485 -6.240  0.26
H -25.206 -18.192 -19.535  0.32
H -23.109 -17.898 -18.044  0.27
H -19.804 -16.875 -9.889  0.29
H -6.996 -10.022 -10.540  0.27
H -18.135 -8.800 -13.849  0.23
H -21.419 -10.384 -4.813  0.17
H -25.927 -16.324 -14.428  0.28
H -23.951 -9.418 -17.105  0.33
H -17.534 -8.607 -10.929  0.35
H -17.389 -16.184 -10.534  0.38
H -21.102 -12.935 -3.494  0.28
H -13.831 0.054 -13.422  0.35
H -27.611 -10.456 -21.184  0.27
H -20.316 -9.076 -13.182  0.23
H -22.523 -4.097 -5.819  0.40
H -17.952 -11.400 -21.038  0.35
H -19.394 -18.119 -8.746  0.33
H -17.926 -18.488 -14.518  0.33
H -20.262 -20.562 -16.416  0.23
H -9.758 -7.539 -11.717  0.41
H -19.582 -13.195 -12.879  0.31
H -20.247 -16.824 -8.172  0.26
H -9.703 -9.195 -10.148  0.21
H -18.688 -11.020 -11.715  0.33
H -11.844 -10.290 -12.724  0.26
H -13.107 -9.575 -6.733  0.26
H -14.342 -5.306 -9.284  0.30
H -24.374 -9.306 -21.579  0.29
H -15.183 -4.139 -8.383  0.30
H -18.900 -4.032 -4.978  0.29
H -14.027 -7.979 -4.960  0.34
H -7.760 -10.121 -11.863  0.29
H -26.412 -17.693 -16.487  0.35
H -14.223 -15.990 -9.764  0.34
H -15.268 -7.041 -5.714  0.31
H -14.161 -14.284 -9.819  0.38
H -16.629 -14.138 -9.284  0.18
H -12.290 -6.153 -7.872  0.38
H -8.237 -8.070 -12.456  0.46
H -25.186 -16.004 -17.439  0.37
H -25.272 -10.469 -21.684  0.30
H -26.630 -17.133 -19.289  0.36
H -15.761 -2.476 -13.795  0.39
H -19.012 -11.608 -3.441  0.37
H -22.434 -9.391 -17.884  0.25
H -21.894 -1.932 -5.437  0.26
H -19.080 -4.643 -6.652  0.32
H -21.039 -4.745 -8.795  0.28
H -27.967 -9.305 -19.852  0.33
H -25.935 -8.176 -20.362  0.29
H -19.070 -9.981 -4.013  0.38
H -20.133 -10.309 -2.794  0.35
H -26.111 -9.814 -18.350  0.37
H -12.439 -2.715 -15.074  0.26
H -18.542 -10.973 -19.566  0.43
H -10.955 -10.658 -11.300  0.30
H -18.833 -7.163 -21.048  0.28
H -14.192 -7.730 -8.006  0.16

## Properties
Largest force on an atom ... 0.06172 Eh/bohr
Frontier orbital gap ... 0.328 Ha
Net charge ... 0
Calculated total energy ... -86490.9413 eV
E_HOMO ... -8.956 eV
Relative energy (zero: lowest compared OMol25 entry of this formula, charge and spin) ... 800.2 kJ/mol

=====

Record 5
# C25H18CrF3O7

A structure of composition C25H18CrF3O7 at a distorted geometry (ωB97M-V with the def2-TZVPD basis set, the OMol25 dataset).

Each line ends with the Mulliken charge.
Element x y z (Å)
Cr 0.073 2.971 -0.438  0.93
F -0.620 -5.598 -1.300  -0.33
F -3.682 -0.438 0.587  -0.17
F 1.717 3.499 -1.689  -0.07
O 1.504 2.247 0.814  -0.58
O 0.037 1.157 -1.793  -0.79
O 5.505 0.043 1.489  -0.68
O 0.288 0.423 2.570  -0.77
O 4.154 -2.016 2.883  -0.78
O -1.104 1.215 0.035  -0.62
O -1.064 -0.718 -1.194  -0.29
C 2.300 -0.660 3.019  -0.82
C 3.129 5.221 -0.837  -0.03
C -4.715 -1.121 0.079  0.19
C 3.911 6.345 -1.024  -0.75
C 4.284 0.081 1.696  0.17
C -0.266 -5.083 -0.097  0.56
C 0.307 -3.223 1.232  0.19
C -5.427 -2.436 -1.809  -0.53
C 2.260 5.350 -3.054  -0.34
C -0.329 -5.900 1.026  -0.55
C 0.327 -4.028 2.352  -0.48
C -6.894 -2.097 0.068  -0.34
C 2.451 4.635 -1.896  0.13
C -0.090 -5.347 2.277  -0.38
C -0.683 0.544 -0.947  1.19
C -6.634 -2.676 -1.152  -0.36
C 3.543 1.156 1.161  -0.55
C 2.934 6.559 -3.244  -0.61
C -4.517 -1.591 -1.201  -0.06
C 2.178 1.320 1.373  0.45
C 3.805 7.002 -2.261  -0.23
C 3.590 -0.916 2.606  0.63
C 1.508 0.348 2.354  0.50
C 0.031 -3.729 -0.039  -0.61
C -5.926 -1.285 0.697  -0.55
H -0.215 -5.931 3.179  0.37
H -6.128 -0.975 1.715  0.40
H -0.489 -6.962 0.893  0.38
H 0.660 -2.199 1.291  0.10
H 4.115 1.913 0.636  0.34
H -5.204 -2.875 -2.771  0.36
H 1.540 5.031 -3.799  0.39
H 3.053 4.736 0.133  0.42
H -0.502 -0.769 -2.002  0.29
H 1.767 -1.352 3.650  0.40
H 0.615 -3.580 3.294  0.31
H -3.567 -1.348 -1.661  0.39
H -7.849 -2.355 0.506  0.33
H 4.355 7.913 -2.464  0.35
H 2.790 7.092 -4.172  0.38
H -7.422 -3.285 -1.582  0.34
H -0.007 -3.058 -0.881  0.39
H 4.603 6.750 -0.304  0.39

## Properties
Largest force on an atom ... 0.08828 Eh/bohr
Frontier orbital gap (alpha / beta) ... 0.144 / 0.141 Ha
Net charge ... -1
Calculated total energy ... -77122.6273 eV
E_HOMO (alpha / beta) ... -3.193 / -3.198 eV
Relative energy (zero: lowest compared OMol25 entry of this formula, charge and spin) ... 453.3 kJ/mol
Expectation value of S² ... 6.019
Multiplicity ... 5

=====

What is the formula in the first record?
C28H42N4O3RuSSi2Te